This record from the OMol25 dataset describes a molecular structure, C5H6O2 in a non-equilibrium geometry. The level of theory is ωB97M-V/def2-TZVPD.

The geometry in ORCA input format:
```
! wB97M-V def2-TZVPD RIJCOSX def2/J DEFGRID3
* xyz 0 1
C -1.90 0.73 -0.23
C -0.47 0.52 0.15
O -0.20 -0.82 0.57
C 0.64 0.36 -0.91
O 0.97 0.92 -1.92
C 1.04 -0.82 -0.07
C 2.05 -1.35 0.59
H -2.52 0.71 0.67
H -2.22 -0.08 -0.90
H -2.01 1.69 -0.73
H -0.11 1.21 0.93
H 1.62 -1.67 1.54
H 3.10 -1.40 0.33
*
```

Computed properties:
Energy = -344.521871 Ha
E_HOMO = -9.60 eV